[1]
Computed, not measured: C58H56GeN4O4P2Pt as an isolated structure, with wB97M-V/def2-TZVPD.

2S+1 ... 2
HOMO level (alpha / beta) ... -9.76 / -10.57 eV
Kohn-Sham gap (alpha / beta) ... 7.4 / 6.3 eV
Relative energy (zero: lowest compared OMol25 entry of this formula, charge and spin) ... 0.0 kJ/mol
Charge ... +1

Positions of all 126 atoms, in Å:
1 Pt 0.373 0.503 0.007
2 C 2.508 3.004 -0.309
3 C 3.382 1.883 0.236
4 P 2.667 0.250 -0.199
5 C 3.288 -0.244 -1.816
6 C 3.484 -1.599 -2.076
7 C 3.897 -2.013 -3.330
8 C 4.125 -1.078 -4.330
9 C 3.946 0.274 -4.072
10 C 3.526 0.692 -2.820
11 C 3.436 -0.938 0.934
12 C 2.695 -1.883 1.634
13 C 3.335 -2.795 2.462
14 C 4.714 -2.758 2.600
15 C 5.460 -1.813 1.905
16 C 4.826 -0.912 1.067
17 P 0.696 2.728 -0.075
18 C 0.181 3.581 1.440
19 C -0.975 3.144 2.086
20 C -1.428 3.802 3.219
21 C -0.725 4.886 3.724
22 C 0.429 5.323 3.089
23 C 0.875 4.680 1.945
24 C 0.092 3.753 -1.445
25 C 0.374 3.333 -2.744
26 C 0.022 4.123 -3.825
27 C -0.625 5.333 -3.614
28 C -0.904 5.759 -2.322
29 C -0.541 4.975 -1.236
30 H 2.607 3.063 -1.394
31 H 2.803 3.981 0.072
32 H 3.422 1.899 1.328
33 H 4.405 1.970 -0.136
34 H 3.324 -2.334 -1.296
35 H 4.043 -3.067 -3.526
36 H 4.450 -1.402 -5.310
37 H 4.134 1.006 -4.847
38 H 3.385 1.750 -2.640
39 H 1.618 -1.886 1.540
40 H 2.752 -3.541 2.989
41 H 5.213 -3.470 3.245
42 H 6.537 -1.787 2.007
43 H 5.420 -0.200 0.506
44 H -1.513 2.281 1.713
45 H -2.331 3.461 3.709
46 H -1.077 5.394 4.613
47 H 0.979 6.170 3.479
48 H 1.765 5.051 1.453
49 H 0.854 2.374 -2.911
50 H 0.228 3.779 -4.829
51 H -0.914 5.945 -4.458
52 H -1.406 6.703 -2.157
53 H -0.767 5.312 -0.232
54 C -2.311 -2.379 4.370
55 C -2.052 -2.498 2.885
56 N -1.408 -1.277 2.436
57 C -0.431 -0.635 3.139
58 N 0.295 0.248 2.506
59 C 1.341 0.929 3.261
60 C 0.992 1.080 4.730
61 C 0.701 -0.300 5.278
62 N -0.324 -0.938 4.464
63 C -0.996 -2.086 5.063
64 H -2.743 -3.298 4.764
65 H -3.015 -1.563 4.553
66 H -2.979 -2.619 2.324
67 H -1.426 -3.378 2.684
68 H -1.340 -1.128 1.442
69 H 1.509 1.910 2.814
70 H 2.285 0.378 3.180
71 H 0.108 1.713 4.839
72 H 1.811 1.544 5.280
73 H 0.325 -0.252 6.301
74 H 1.615 -0.907 5.294
75 H -1.159 -1.853 6.116
76 H -0.344 -2.969 5.025
77 C -4.704 2.681 1.245
78 C -4.600 1.301 1.355
79 C -3.706 0.603 0.555
80 C -2.886 1.272 -0.355
81 C -3.003 2.661 -0.450
82 C -3.908 3.360 0.333
83 Ge -1.662 0.242 -1.527
84 C -1.658 0.987 -3.332
85 C -2.676 1.852 -3.729
86 C -2.750 2.310 -5.038
87 C -1.804 1.910 -5.968
88 C -0.788 1.043 -5.586
89 C -0.718 0.579 -4.281
90 C -2.567 -1.511 -1.646
91 C -3.433 -1.618 -2.735
92 C -4.246 -2.731 -2.904
93 C -4.209 -3.768 -1.985
94 C -3.355 -3.679 -0.896
95 C -2.548 -2.562 -0.730
96 H -5.412 3.222 1.859
97 H -5.228 0.764 2.054
98 H -3.657 -0.476 0.642
99 H -2.396 3.207 -1.158
100 H -3.989 4.436 0.232
101 H -3.433 2.171 -3.022
102 H -3.551 2.979 -5.328
103 H -1.863 2.264 -6.990
104 H -0.053 0.717 -6.311
105 H 0.071 -0.105 -3.997
106 H -3.479 -0.829 -3.476
107 H -4.906 -2.787 -3.760
108 H -4.837 -4.639 -2.119
109 H -3.309 -4.484 -0.173
110 H -1.887 -2.539 0.124
111 O 0.336 -1.716 -2.338
112 C 0.350 -2.233 -1.232
113 O 0.239 -1.590 -0.108
114 C 0.495 -3.715 -1.055
115 C 0.479 -4.540 -2.174
116 C 0.592 -5.916 -2.032
117 C 0.725 -6.483 -0.773
118 C 0.734 -5.638 0.323
119 C 0.617 -4.268 0.210
120 N 0.864 -6.211 1.677
121 O 0.777 -5.446 2.622
122 O 1.051 -7.403 1.769
123 H 0.373 -4.086 -3.151
124 H 0.571 -6.554 -2.905
125 H 0.815 -7.550 -0.631
126 H 0.613 -3.653 1.095

Atomic partial charges in e from the Mulliken method, atoms 1 to 2: atom 1 (Pt): 3.294, atom 2 (C): -1.783

=====

[2]
Computed, not measured: C58H62ClN2O5S2 as an isolated structure, with wB97M-V/def2-TZVPD.

HOMO level ... -6.58 eV
Kohn-Sham gap ... 8.6 eV
Charge ... -1

Positions of all 130 atoms, in Å:
1 O 2.155 -2.956 2.492
2 S 1.172 -2.536 1.538
3 O 0.346 -1.429 1.915
4 Cl -0.200 -4.094 1.411
5 N 1.649 -2.548 0.044
6 S 3.037 -1.781 -0.235
7 O 4.189 -2.609 0.029
8 O 3.071 -0.467 0.375
9 C 2.959 -1.495 -1.999
10 C 3.564 -0.147 -2.360
11 C 5.057 -0.067 -2.051
12 N 5.504 1.311 -1.886
13 C 5.151 1.861 -0.577
14 C 4.057 2.907 -0.517
15 C 3.656 3.275 0.774
16 C 2.676 4.230 1.014
17 C 2.060 4.869 -0.053
18 C 2.433 4.518 -1.342
19 C 3.407 3.543 -1.572
20 O 3.701 3.256 -2.902
21 H 1.924 -1.519 -2.326
22 H 3.476 -2.295 -2.518
23 H 3.010 0.656 -1.886
24 H 3.451 -0.031 -3.437
25 H 5.590 -0.485 -2.905
26 H 5.323 -0.695 -1.199
27 H 6.507 1.322 -1.981
28 H 6.044 2.327 -0.160
29 H 4.884 1.057 0.106
30 H 4.102 2.794 1.631
31 H 2.390 4.463 2.027
32 H 1.291 5.605 0.114
33 H 1.987 4.981 -2.208
34 H 2.961 2.738 -3.226
35 C 5.394 -5.393 0.097
36 C 6.192 -6.460 -0.293
37 C 5.788 -7.765 -0.032
38 C 4.583 -7.999 0.617
39 C 3.789 -6.928 1.012
40 C 4.195 -5.627 0.755
41 H 5.700 -4.376 -0.098
42 H 7.129 -6.277 -0.805
43 H 6.412 -8.598 -0.335
44 H 4.265 -9.015 0.818
45 H 2.850 -7.106 1.521
46 H 3.584 -4.789 1.064
47 C -5.170 -1.025 3.634
48 C -3.837 -0.664 3.480
49 C -2.923 -1.576 2.974
50 C -3.345 -2.850 2.617
51 C -4.676 -3.214 2.772
52 C -5.590 -2.301 3.283
53 H -5.883 -0.311 4.027
54 H -3.512 0.332 3.751
55 H -1.882 -1.302 2.851
56 H -2.615 -3.540 2.220
57 H -5.001 -4.208 2.491
58 H -6.629 -2.582 3.406
59 C -9.462 2.325 3.666
60 C -10.660 1.988 4.280
61 C -10.661 1.160 5.394
62 C -9.462 0.673 5.897
63 C -8.265 1.013 5.284
64 C -8.264 1.836 4.166
65 H -9.461 2.968 2.795
66 H -11.595 2.371 3.890
67 H -11.596 0.893 5.870
68 H -9.462 0.029 6.767
69 H -7.330 0.635 5.678
70 H -7.329 2.096 3.685
71 C -1.901 -4.751 5.946
72 C -0.954 -4.425 4.985
73 C 0.396 -4.615 5.241
74 C 0.799 -5.142 6.461
75 C -0.147 -5.473 7.423
76 C -1.497 -5.275 7.167
77 H -2.953 -4.595 5.742
78 H -1.268 -4.019 4.035
79 H 1.131 -4.350 4.490
80 H 1.852 -5.294 6.662
81 H 0.169 -5.886 8.374
82 H -2.234 -5.528 7.920
83 C 1.679 6.024 -7.216
84 C 0.803 4.998 -7.543
85 C 0.940 3.753 -6.946
86 C 1.948 3.537 -6.017
87 C 2.823 4.563 -5.685
88 C 2.689 5.806 -6.289
89 H 1.573 6.996 -7.683
90 H 0.013 5.169 -8.264
91 H 0.260 2.951 -7.205
92 H 2.051 2.564 -5.551
93 H 3.605 4.393 -4.958
94 H 3.373 6.607 -6.035
95 C 4.175 11.167 -5.669
96 C 3.351 10.183 -5.141
97 C 2.241 9.752 -5.854
98 C 1.960 10.300 -7.098
99 C 2.786 11.282 -7.627
100 C 3.892 11.718 -6.911
101 H 5.040 11.504 -5.112
102 H 3.573 9.751 -4.174
103 H 1.595 8.988 -5.440
104 H 1.096 9.960 -7.656
105 H 2.567 11.707 -8.598
106 H 4.534 12.486 -7.322
107 C -2.133 -9.066 0.141
108 C -1.378 -10.212 -0.063
109 C 0.005 -10.126 -0.143
110 C 0.632 -8.894 -0.012
111 C -0.123 -7.748 0.195
112 C -1.506 -7.834 0.269
113 H -3.212 -9.132 0.202
114 H -1.867 -11.174 -0.160
115 H 0.596 -11.019 -0.307
116 H 1.711 -8.824 -0.071
117 H 0.367 -6.788 0.298
118 H -2.094 -6.939 0.426
119 C -3.018 3.666 0.489
120 C -3.088 2.333 0.868
121 C -4.305 1.666 0.836
122 C -5.451 2.330 0.418
123 C -5.380 3.663 0.037
124 C -4.164 4.332 0.075
125 H -2.069 4.186 0.515
126 H -2.195 1.812 1.187
127 H -4.360 0.628 1.136
128 H -6.399 1.807 0.390
129 H -6.273 4.181 -0.291
130 H -4.109 5.373 -0.219

Atomic partial charges in e from the Mulliken method, atoms 1 to 2: atom 1 (O): -0.522, atom 2 (S): 0.833

=====

The lowest charge belongs to which entry?
C58H62ClN2O5S2

=====

Which of these has the lowest charge?
C58H62ClN2O5S2